{"formula": "C4H12N2", "method": "ωB97M-V/def2-TZVPD", "e_homo_ev": -9.15, "smiles": "CC[C@H](N)CN", "orbital_gap_ha": 0.3791, "fmax_ev_per_a": 2.50, "lumo_ev": 1.169, "symbols": ["N", "C", "C", "C", "C", "N", "H", "H", "H", "H", "H", "H", "H", "H", "H", "H", "H", "H"], "positions_angstrom": [[1.46, -0.29, 0.39], [-0.70, 0.28, 2.27], [-0.64, 0.84, 0.85], [0.02, -0.21, -0.07], [-0.03, 0.13, -1.53], [0.44, -1.04, -2.34], [1.88, -1.08, -0.11], [1.88, 0.58, 0.12], [-1.53, -0.42, 2.35], [0.29, -0.01, 2.58], [-0.91, 1.06, 3.02], [0.05, 1.68, 0.84], [-1.60, 1.15, 0.43], [-0.37, -1.21, 0.14], [-1.08, 0.33, -1.78], [0.57, 0.97, -1.87], [-0.03, -1.85, -1.94], [0.29, -0.91, -3.33]]}

{"formula": "C14H39BBa2F3N2O19P3", "method": "ωB97M-V/def2-TZVPD", "total_charge": 2, "e_homo_ev": -10.81, "orbital_gap_ha": 0.0861, "fmax_ev_per_a": 5.88, "lumo_ev": -8.465, "symbols": ["Ba", "Ba", "B", "H", "H", "H", "H", "N", "O", "O", "O", "C", "N", "O", "O", "H", "H", "H", "C", "O", "P", "O", "O", "C", "O", "C", "H", "H", "H", "H", "H", "H", "H", "H", "H", "C", "O", "P", "O", "O", "C", "O", "C", "H", "H", "H", "H", "H", "H", "H", "H", "H", "C", "O", "P", "O", "O", "C", "O", "C", "H", "H", "H", "H", "H", "H", "H", "H", "H", "C", "C", "O", "C", "O", "C", "F", "F", "F", "H", "H", "H", "H", "H"], "positions_angstrom": [[-38.27, 22.92, -14.83], [-40.83, 21.07, -6.73], [-37.79, 23.93, -10.05], [-38.58, 24.65, -10.23], [-37.58, 23.92, -8.99], [-38.24, 22.97, -10.28], [-37.04, 24.21, -10.77], [-38.63, 17.03, -11.40], [-38.99, 17.31, -10.27], [-38.91, 17.83, -12.32], [-38.02, 16.05, -11.60], [-36.03, 15.72, -3.73], [-35.14, 14.56, -3.38], [-34.75, 14.51, -2.23], [-34.75, 13.80, -4.29], [-35.89, 16.56, -3.05], [-37.04, 15.37, -3.52], [-35.79, 15.88, -4.78], [-32.61, 16.97, -15.80], [-31.91, 17.47, -14.70], [-31.71, 19.02, -14.43], [-32.82, 19.94, -14.83], [-30.31, 19.32, -15.21], [-30.28, 19.26, -16.61], [-31.29, 19.05, -12.84], [-32.20, 19.26, -11.82], [-33.12, 17.68, -16.44], [-33.27, 16.24, -15.33], [-31.88, 16.41, -16.39], [-29.51, 18.56, -16.95], [-30.11, 20.28, -16.97], [-31.23, 19.02, -17.09], [-31.91, 18.81, -10.87], [-33.16, 18.76, -12.01], [-32.48, 20.31, -11.77], [-37.03, 9.00, -20.23], [-37.92, 9.99, -19.84], [-38.23, 11.36, -20.60], [-38.80, 11.04, -21.95], [-39.16, 12.21, -19.65], [-38.86, 12.26, -18.24], [-36.87, 12.28, -20.65], [-36.61, 12.99, -21.82], [-37.41, 8.51, -21.13], [-36.99, 8.13, -19.57], [-36.00, 9.36, -20.33], [-38.42, 13.22, -17.97], [-38.26, 11.44, -17.82], [-39.85, 12.15, -17.81], [-37.54, 13.43, -22.20], [-36.08, 12.48, -22.62], [-35.88, 13.78, -21.68], [-46.72, 15.86, -6.56], [-46.28, 14.74, -5.92], [-44.79, 14.69, -5.43], [-43.94, 15.89, -5.40], [-45.02, 14.01, -4.04], [-43.84, 13.79, -3.16], [-44.13, 13.47, -6.35], [-43.88, 13.66, -7.76], [-46.16, 16.72, -6.20], [-47.73, 16.00, -6.17], [-46.69, 15.62, -7.62], [-44.24, 13.67, -2.15], [-43.17, 14.65, -3.10], [-43.48, 12.82, -3.50], [-42.85, 13.35, -7.94], [-44.10, 14.66, -8.16], [-44.32, 12.92, -8.42], [-33.04, 9.99, -12.60], [-34.00, 8.92, -12.20], [-33.66, 7.59, -12.38], [-34.54, 6.66, -12.65], [-35.80, 6.85, -12.71], [-33.97, 5.23, -12.50], [-32.66, 5.11, -12.16], [-34.69, 4.47, -11.62], [-34.26, 4.64, -13.67], [-32.12, 9.78, -12.04], [-33.40, 10.95, -12.23], [-32.73, 9.97, -13.64], [-34.99, 9.18, -12.60], [-33.98, 9.01, -11.12]]}

{"formula": "C31H43N2OPd", "method": "ωB97M-V/def2-TZVPD", "total_charge": 1, "e_homo_ev": [-9.54, -11.24], "spin_multiplicity": 5, "orbital_gap_ha": [0.2598, 0.2341], "fmax_ev_per_a": 5.09, "lumo_ev": [-2.474, -4.872], "s2": 6.03, "symbols": ["C", "C", "C", "C", "C", "Pd", "C", "C", "H", "C", "H", "H", "C", "H", "H", "H", "C", "H", "H", "H", "C", "H", "H", "H", "C", "H", "H", "H", "C", "H", "H", "H", "C", "H", "H", "H", "C", "H", "H", "H", "C", "C", "C", "C", "H", "C", "H", "C", "H", "H", "H", "C", "C", "N", "C", "C", "C", "O", "C", "C", "C", "C", "N", "C", "H", "H", "H", "H", "H", "H", "H", "H", "H", "H", "H", "H", "H", "H"], "positions_angstrom": [[1.46, -1.92, 0.56], [1.95, -1.25, -0.59], [0.98, -1.35, -1.63], [-0.11, -2.15, -1.14], [0.15, -2.42, 0.25], [-0.40, -0.31, -0.08], [-3.83, 1.25, -1.21], [-3.17, 0.96, 0.01], [-2.72, 1.83, 0.55], [-2.61, -0.34, 0.38], [-2.90, -1.21, -0.22], [-2.42, -0.57, 1.43], [-3.65, 2.77, -1.48], [-2.93, 3.14, -0.79], [-3.15, 2.82, -2.40], [-4.46, 3.45, -1.50], [-3.07, 0.48, -2.32], [-2.12, 0.29, -1.89], [-3.44, -0.39, -2.80], [-2.84, 1.19, -3.07], [3.25, -0.53, -0.68], [3.42, 0.11, 0.19], [4.09, -1.24, -0.74], [3.29, 0.11, -1.56], [1.14, -0.86, -3.03], [1.60, 0.13, -3.04], [1.80, -1.53, -3.60], [0.18, -0.81, -3.54], [-1.24, -2.71, -1.93], [-1.25, -2.31, -2.94], [-1.16, -3.81, -1.98], [-2.20, -2.48, -1.46], [-0.72, -3.21, 1.16], [-1.75, -3.20, 0.81], [-0.38, -4.26, 1.19], [-0.69, -2.82, 2.18], [2.17, -2.11, 1.85], [1.46, -2.28, 2.67], [2.83, -2.99, 1.80], [2.80, -1.25, 2.10], [2.20, 2.64, -1.46], [0.84, 2.85, -2.00], [3.29, 3.00, -2.20], [0.76, 2.84, -3.43], [-0.13, 2.85, -1.66], [3.13, 3.21, -3.58], [4.28, 3.13, -1.68], [1.88, 3.06, -4.22], [-0.23, 2.82, -3.92], [4.05, 3.54, -4.07], [1.81, 3.22, -5.31], [-2.49, -1.03, 7.46], [-1.00, -0.81, 7.58], [-0.41, 0.07, 6.55], [-0.35, 1.50, 6.92], [0.70, 1.77, 7.99], [-0.38, -0.41, 5.27], [-0.80, -1.53, 5.00], [0.24, 0.41, 4.16], [1.37, 1.23, 4.25], [1.92, 1.75, 3.08], [1.36, 1.42, 1.84], [0.30, 0.59, 1.77], [-0.27, 0.13, 2.89], [-3.03, -0.09, 7.42], [-2.84, -1.60, 8.33], [-2.70, -1.62, 6.56], [-0.76, -0.33, 8.54], [-0.48, -1.77, 7.51], [-0.15, 2.10, 6.02], [-1.35, 1.80, 7.30], [1.66, 1.34, 7.70], [0.83, 2.85, 8.10], [0.40, 1.35, 8.95], [1.80, 1.44, 5.23], [2.78, 2.40, 3.11], [1.75, 1.81, 0.89], [-1.13, -0.52, 2.78]]}

{"formula": "C22H38N3O3Pd", "method": "ωB97M-V/def2-TZVPD", "total_charge": -1, "e_homo_ev": -3.62, "orbital_gap_ha": 0.2330, "fmax_ev_per_a": 0.88, "lumo_ev": 2.720, "symbols": ["Pd", "N", "C", "C", "C", "O", "O", "H", "H", "H", "H", "H", "H", "C", "C", "C", "C", "O", "H", "H", "H", "H", "H", "H", "H", "H", "H", "C", "C", "C", "N", "H", "H", "H", "H", "H", "C", "C", "C", "C", "C", "C", "C", "C", "N", "C", "C", "C", "C", "H", "H", "H", "H", "H", "H", "H", "H", "H", "H", "H", "H", "H", "H", "H", "H", "H", "H"], "positions_angstrom": [[1.44, -0.24, -0.44], [1.82, -0.21, -2.65], [2.46, -1.47, -3.08], [2.48, -2.53, -1.97], [3.54, -2.13, -0.93], [4.60, -2.74, -0.89], [3.29, -1.05, -0.28], [0.83, -0.19, -2.88], [2.25, 0.59, -3.10], [3.49, -1.24, -3.36], [1.96, -1.87, -3.97], [2.71, -3.51, -2.37], [1.49, -2.56, -1.50], [1.77, -1.47, 3.04], [0.45, -1.32, 2.27], [-0.53, -2.40, 2.75], [-0.17, 0.06, 2.53], [0.65, -1.55, 0.92], [1.66, -1.22, 4.10], [2.53, -0.82, 2.59], [2.13, -2.50, 2.96], [-0.71, -2.34, 3.83], [-0.13, -3.39, 2.52], [-1.48, -2.29, 2.23], [-0.24, 0.27, 3.60], [-1.17, 0.10, 2.09], [0.44, 0.82, 2.04], [1.52, 3.23, 3.98], [2.75, 2.33, 3.94], [2.98, 1.80, 2.60], [3.08, 1.41, 1.53], [1.37, 3.62, 4.98], [0.63, 2.67, 3.68], [1.63, 4.07, 3.29], [2.63, 1.48, 4.61], [3.65, 2.87, 4.26], [-2.14, -3.78, -1.71], [-2.37, -2.29, -1.65], [-3.61, -1.75, -2.01], [-3.79, -0.38, -1.92], [-5.13, 0.24, -2.24], [-2.74, 0.45, -1.52], [-1.46, -0.05, -1.20], [-1.34, -1.46, -1.25], [-0.36, 0.69, -0.86], [-0.40, 2.16, -0.90], [1.00, 2.71, -0.58], [-1.32, 2.77, 0.18], [-0.74, 2.68, -2.31], [-3.06, -4.33, -1.55], [-1.41, -4.08, -0.96], [-1.74, -4.08, -2.69], [-4.42, -2.40, -2.32], [-5.82, -0.51, -2.63], [-5.03, 1.03, -2.99], [-5.57, 0.69, -1.35], [-2.97, 1.50, -1.46], [-0.43, -1.91, -0.89], [1.22, 2.63, 0.49], [1.05, 3.76, -0.87], [1.78, 2.17, -1.12], [-1.12, 2.27, 1.13], [-2.38, 2.67, -0.03], [-1.10, 3.84, 0.29], [0.09, 2.44, -2.98], [-0.85, 3.77, -2.29], [-1.65, 2.25, -2.73]]}